DFT (the ωB97M-V functional and the def2-TZVPD basis) results for 2 unconnected molecules or ions with the total composition C3H8N2O2 in a non-equilibrium geometry.

Computed properties:
Maximum force ... 4.36 eV Å⁻¹
Frontier orbital gap ... 10.541 eV
Energy relative to the best compared isomer or geometry (same formula, charge and spin) ... 618.90 kJ/mol
Highest occupied orbital energy ... -9.72 eV
SMILES string ... O/N=N\O.C=CC
Spin multiplicity ... 1

Cartesian coordinates (Å):
C -1.5067 1.0077 -1.1141
C -1.1881 -0.0312 1.1326
C -1.1453 -0.0357 -0.3216
N 1.9144 -1.7346 -0.1542
N 1.2304 -0.7644 -0.4663
O 1.6437 0.5639 -0.2661
O 3.1017 -1.5132 0.3209
H -1.5672 1.0554 -2.1317
H -1.6695 2.0545 -0.6986
H 0.7104 0.9368 -0.3876
H -0.3599 -0.7755 1.4577
H -2.2042 -0.3245 1.4909
H -1.0792 1.0864 1.4349
H -1.1429 -1.0447 -0.6515
H 3.2623 -0.4810 0.3548



DFT (the ωB97M-V functional and the def2-TZVPD basis) results for 2 unconnected molecules or ions with the total composition C3H7N3O2S in a non-equilibrium geometry.

Computed properties:
Maximum force ... 5.65 eV Å⁻¹
Frontier orbital gap (alpha / beta) ... 7.213 / 7.208 eV
Energy relative to the best compared isomer or geometry (same formula, charge and spin) ... 276.27 kJ/mol
Highest occupied orbital energy (alpha / beta) ... -8.92 / -8.92 eV
Spin multiplicity ... 1

Cartesian coordinates (Å):
C 1.4655 0.8858 -0.1814
C 1.7711 -1.6545 -0.2979
C 1.4761 -0.3956 0.3231
N 1.3549 1.9879 -0.4450
N -1.9550 1.8180 0.6939
N -1.4898 1.1098 -0.4376
O -1.9033 -0.8158 0.9897
O -1.1203 -1.2168 -1.3131
S -1.0058 -0.4817 -0.0902
H 1.4595 -2.4452 0.2896
H 1.5128 -1.7011 -1.3951
H 2.8269 -1.8023 -0.3081
H 1.4100 -0.5600 1.4947
H -2.7227 2.4612 0.4126
H -2.3572 1.1621 1.2173
H -0.7226 1.6483 -0.9523



DFT (the ωB97M-V functional and the def2-TZVPD basis) results for 5 unconnected molecules or ions with the total composition C37H41F2N8OP in a non-equilibrium geometry.

Computed properties:
Maximum force ... 1.62 eV Å⁻¹
Frontier orbital gap ... 7.520 eV
Highest occupied orbital energy ... -7.88 eV
SMILES string ... [H]/N=C(\C)Cc1c(F)cc2nc(CC(=O)N(C)C)c(F)nc2c1P(C)C.c1ccncc1.c1ccncc1.c1ccncc1.c1ccncc1
Spin multiplicity ... 1

Cartesian coordinates (Å):
C -4.2996 3.6622 1.0048
C -3.4545 2.6929 0.2270
N -2.5971 3.0365 -0.6445
C -3.6366 1.2146 0.4956
C -2.3194 0.4820 0.4458
C -1.9908 -0.2316 -0.7257
F -2.8908 -0.2362 -1.7241
C -0.8254 -0.8971 -0.9076
C 0.1124 -0.8806 0.1327
N 1.3008 -1.5332 -0.0390
C 2.1602 -1.5051 0.9322
C 3.4826 -2.2008 0.8074
C 3.8095 -2.7063 -0.5929
O 4.0858 -3.8829 -0.7271
N 3.8221 -1.8389 -1.6810
C 2.9581 -2.2760 -2.7880
C 3.7575 -0.4064 -1.4190
C 1.8103 -0.8274 2.1402
F 2.7200 -0.8600 3.1266
N 0.7222 -0.2028 2.3539
C -0.1834 -0.1869 1.3261
C -1.4084 0.5081 1.4721
P -1.8584 1.4768 2.9525
C -2.6062 0.2983 4.1462
C -0.3626 2.2414 3.6724
H -3.6897 4.1099 1.7893
H -5.1565 3.1785 1.4666
H -4.6421 4.4559 0.3432
H -2.5875 4.0514 -0.7499
H -4.2758 0.8149 -0.2890
H -4.1196 1.0597 1.4555
H -0.6028 -1.4142 -1.8291
H 4.2868 -1.5756 1.1947
H 3.4450 -3.0891 1.4373
H 3.5262 -2.5127 -3.6851
H 2.3742 -3.1400 -2.4854
H 2.2528 -1.4848 -3.0362
H 4.3441 0.1151 -2.1762
H 2.7432 -0.0093 -1.4730
H 4.1999 -0.1598 -0.4593
H -3.5693 0.7039 4.4456
H -2.7807 -0.6802 3.7052
H -2.0008 0.1931 5.0458
H 0.4053 2.3228 2.9119
H -0.6620 3.2409 3.9812
H -0.0012 1.7168 4.5545
N 1.5281 -0.4043 -5.4013
C 2.6408 0.0817 -5.9453
C 2.7469 0.4481 -7.2784
C 1.6357 0.2994 -8.0924
C 0.4700 -0.2065 -7.5403
C 0.4683 -0.5409 -6.1946
H 3.4902 0.1801 -5.2772
H 3.6778 0.8388 -7.6652
H 1.6776 0.5729 -9.1386
H -0.4214 -0.3401 -8.1374
H -0.4262 -0.9367 -5.7261
N -1.0155 5.7149 1.9991
C -0.4103 4.8568 1.1792
C 0.8152 5.1036 0.5783
C 1.4480 6.3075 0.8416
C 0.8307 7.2106 1.6922
C -0.3953 6.8673 2.2425
H -0.9395 3.9257 0.9986
H 1.2569 4.3675 -0.0796
H 2.4051 6.5387 0.3920
H 1.2870 8.1626 1.9260
H -0.9078 7.5480 2.9136
N 5.1456 -6.3651 5.2276
C 5.2251 -6.1652 3.9144
C 5.3245 -4.9089 3.3339
C 5.3377 -3.8011 4.1653
C 5.2542 -3.9915 5.5350
C 5.1616 -5.2905 6.0122
H 5.2082 -7.0569 3.2978
H 5.3896 -4.8048 2.2584
H 5.4129 -2.8029 3.7518
H 5.2595 -3.1551 6.2202
H 5.0963 -5.4827 7.0776
N -6.4720 -2.0681 -0.2234
C -5.5491 -1.7366 -1.1249
C -5.8341 -1.4761 -2.4567
C -7.1505 -1.5695 -2.8782
C -8.1221 -1.9166 -1.9533
C -7.7319 -2.1534 -0.6435
H -4.5336 -1.6807 -0.7566
H -5.0412 -1.2062 -3.1403
H -7.4150 -1.3751 -3.9096
H -9.1619 -2.0023 -2.2375
H -8.4642 -2.4244 0.1091